(1)
The following is a quantum chemistry calculation of a cluster of 2 separate species, C3H9N2S in total in a non-equilibrium geometry, from OMol25.

Element x y z (Å)
C -0.321 1.295 0.869
C 0.889 -1.860 -0.981
C -0.352 -1.094 -0.915
N -1.049 2.334 0.487
N 0.839 1.574 1.488
S -1.890 -1.650 -0.755
H 1.062 -2.232 -1.929
H 1.706 -1.242 -0.914
H 0.946 -2.651 -0.262
H -0.276 -0.042 -0.352
H -1.797 2.172 -0.238
H -0.897 3.272 0.594
H 1.429 0.713 1.651
H 1.252 2.389 1.957
H -1.543 -2.977 -0.699

Summary:
**Multiplicity**: 3
**Relative energy (zero: lowest compared OMol25 entry of this formula, charge and spin)**: 29.41 kcal per mole
**HOMO (alpha / beta)**: -10.949 / -14.004 eV
**Expectation value of S²**: 2.014
**LUMO (alpha / beta)**: -3.99 / -7.51 eV
**Orbital gap (alpha / beta)**: 6.961 / 6.489 eV
**Total charge**: +1

---

(2)
The following is a quantum chemistry calculation of a cluster of 2 separate species, C3H9N3 in total in a non-equilibrium geometry, from OMol25.

Element x y z (Å)
H -5.578 1.045 -0.180
N -5.237 0.310 0.373
C -6.163 -0.485 0.664
N -6.053 -1.914 1.066
H -7.229 -0.036 0.753
H -6.847 -2.571 1.059
H -5.338 -2.155 1.835
C 6.566 1.684 -0.467
N 6.268 0.589 -1.078
C 4.994 -0.058 -0.782
H 7.524 1.812 -0.078
H 5.920 2.602 -0.439
H 5.317 -1.037 -1.084
H 4.960 0.023 0.280
H 4.053 0.579 -1.170

Summary:
**SMILES**: [H]/N=C/N.C=NC
**Relative energy (zero: lowest compared OMol25 entry of this formula, charge and spin)**: 96.64 kcal per mole
**HOMO**: -8.752 eV
**LUMO**: 0.75 eV
**Orbital gap**: 9.504 eV
**Total charge**: 0

---

(3)
The following is a quantum chemistry calculation of a cluster of 2 separate species, C3H9N3 in total in a non-equilibrium geometry, from OMol25.

Element x y z (Å)
H 2.679 3.364 -1.623
N 2.291 2.376 -1.867
C 1.294 2.022 -1.027
N 1.610 1.660 0.258
H 0.370 1.485 -1.354
H 0.847 1.242 0.789
H 2.655 1.540 0.467
C -0.266 -2.060 0.138
N -1.056 -1.994 1.137
C -2.432 -1.475 1.010
H 0.546 -2.768 -0.198
H -0.346 -1.257 -0.619
H -2.656 -1.620 0.018
H -2.391 -0.457 1.338
H -3.146 -2.058 1.533

Summary:
**SMILES**: [H]/N=C\N.C=NC
**Relative energy (zero: lowest compared OMol25 entry of this formula, charge and spin)**: 97.74 kcal per mole
**HOMO**: -8.295 eV
**LUMO**: 0.66 eV
**Orbital gap**: 8.960 eV
**Total charge**: 0

---

(4)
The following is a quantum chemistry calculation of a cluster of 2 separate species, C3H9N3 in total in a non-equilibrium geometry, from OMol25.

Element x y z (Å)
H -1.019 -3.310 0.175
N -1.289 -2.334 0.155
C -1.196 -1.869 -1.040
N -0.599 -0.789 -1.553
H -1.856 -2.424 -1.772
H -0.752 -0.699 -2.544
H -0.271 0.040 -1.081
C 1.628 2.714 0.557
C 1.344 1.535 1.135
N 0.194 0.758 0.829
H 0.840 3.495 0.598
H 2.658 3.017 0.455
H 2.177 0.981 1.596
H -0.624 1.283 1.150
H 0.133 -0.104 1.368

Summary:
**SMILES**: [H]/N=C/N.C=CN
**Relative energy (zero: lowest compared OMol25 entry of this formula, charge and spin)**: 64.34 kcal per mole
**HOMO**: -8.226 eV
**LUMO**: 1.03 eV
**Orbital gap**: 9.254 eV
**Total charge**: 0

---

(5)
The following is a quantum chemistry calculation of the molecule C3H9N3, from OMol25.

Element x y z (Å)
H -0.199 0.522 -2.885
N -0.706 0.400 -2.014
C -0.129 -0.384 -1.201
N 1.123 -0.932 -1.344
N -0.761 -0.774 -0.010
C -0.104 -0.321 1.221
C -0.201 1.184 1.465
H 1.662 -0.659 -2.147
H 1.353 -1.819 -0.935
H -1.736 -0.517 -0.084
H -0.577 -0.833 2.041
H 0.932 -0.648 1.200
H 0.782 1.672 1.507
H -0.820 1.703 0.735
H -0.618 1.406 2.450

Summary:
**SMILES**: [H]/N=C(\N)NCC
**Relative energy (zero: lowest compared OMol25 entry of this formula, charge and spin)**: 5.47 kcal per mole
**HOMO**: -8.981 eV
**LUMO**: 1.01 eV
**Orbital gap**: 9.988 eV
**Total charge**: 0

---

(6)
The following is a quantum chemistry calculation of a cluster of 2 separate species, C3H9N3O2 in total in a non-equilibrium geometry, from OMol25.

Element x y z (Å)
O -2.548 -1.150 0.354
N -2.269 0.054 0.207
N -3.034 0.951 -0.186
O -4.325 0.476 -0.408
H -1.283 0.506 0.545
H -4.400 -0.419 -0.210
C 2.785 0.602 0.064
C 1.307 0.276 -0.017
C 1.057 -1.167 -0.470
N 0.305 0.868 0.469
H 2.879 1.492 0.537
H 3.207 -0.100 0.738
H 3.038 0.474 -1.032
H 1.149 -1.797 0.486
H 1.792 -1.476 -1.119
H -0.010 -1.343 -0.905
H 0.348 1.756 0.948

Summary:
**SMILES**: [O-]/[NH+]=N\O.CC(C)=N
**Relative energy (zero: lowest compared OMol25 entry of this formula, charge and spin)**: 149.84 kcal per mole
**HOMO**: -9.045 eV
**LUMO**: 0.56 eV
**Orbital gap**: 9.609 eV
**Total charge**: 0

---

(7)
The following is a quantum chemistry calculation of a structure of composition C3H9N3O2 in a non-equilibrium geometry, from OMol25.

Element x y z (Å)
C -0.612 0.772 0.188
C 0.184 1.438 1.247
N 0.351 -0.623 -0.666
C -1.153 -0.591 0.348
N 0.834 -0.169 -1.911
N 1.386 -1.032 0.184
O -2.091 -0.904 -0.620
O -1.238 -1.029 1.518
H -2.554 -1.692 -0.300
H -1.221 1.414 -0.450
H 1.231 0.770 -1.836
H 0.051 -0.162 -2.553
H 2.329 -0.945 -0.189
H 1.234 -2.008 0.426
H -0.312 1.388 2.216
H 1.136 0.911 1.412
H 0.446 2.462 0.986

Summary:
**Relative energy (zero: lowest compared OMol25 entry of this formula, charge and spin)**: 136.41 kcal per mole
**HOMO**: -8.465 eV
**LUMO**: 0.85 eV
**Orbital gap**: 9.314 eV
**Total charge**: 0

---

(8)
The following is a quantum chemistry calculation of the molecule C3H9N3S in a non-equilibrium geometry, from OMol25.

Element x y z (Å)
C 1.231 0.755 2.203
C -0.062 1.293 1.608
S -0.729 0.182 0.415
N 0.517 0.286 -0.799
C 0.426 -0.483 -1.820
N -0.540 -1.390 -2.239
N -1.784 -1.472 -1.711
H 1.125 -0.236 2.547
H 1.559 1.384 3.005
H 2.058 0.753 1.443
H -0.914 1.329 2.324
H 0.205 2.197 1.121
H 1.248 -0.373 -2.522
H -0.433 -1.686 -3.220
H -1.790 -1.995 -0.827
H -2.118 -0.543 -1.528

Summary:
**SMILES**: CCS/N=C\NN
**Relative energy (zero: lowest compared OMol25 entry of this formula, charge and spin)**: 42.55 kcal per mole
**HOMO**: -7.849 eV
**LUMO**: 0.93 eV
**Orbital gap**: 8.779 eV
**Total charge**: 0

---

(9)
The following is a quantum chemistry calculation of the ion C3H9N4 with charge +1 in a non-equilibrium geometry, from OMol25.

Element x y z (Å)
C 2.030 -0.275 -0.477
N 0.945 0.043 0.499
C -0.201 -0.754 0.621
C -1.375 0.039 0.003
N -2.565 -0.460 -0.243
N -0.993 1.285 -0.196
N 0.379 1.436 0.141
H 2.767 0.443 -0.133
H 2.455 -1.267 -0.557
H 1.706 -0.077 -1.441
H -0.399 -1.011 1.635
H -0.092 -1.786 0.205
H -2.498 -1.456 -0.014
H -3.455 -0.035 -0.259
H 0.854 1.764 -0.621
H 0.443 2.113 0.838

Summary:
**SMILES**: CN1CC(N)=N[NH2+]1
**Relative energy (zero: lowest compared OMol25 entry of this formula, charge and spin)**: 80.50 kcal per mole
**HOMO**: -14.365 eV
**LUMO**: -2.91 eV
**Orbital gap**: 11.452 eV
**Total charge**: +1

---

(10)
The following is a quantum chemistry calculation of the ion C3H9N4 with charge +1 in a non-equilibrium geometry, from OMol25.

Element x y z (Å)
C 0.800 0.221 0.993
C -0.159 -0.858 -1.175
C -1.200 -1.147 -0.165
N 1.502 0.650 2.030
N 0.879 0.963 -0.107
N -2.150 -0.257 0.009
N 0.145 0.568 -1.317
H 0.717 -1.406 -1.102
H -0.514 -1.110 -2.307
H -0.996 -2.133 0.240
H 2.264 1.332 2.076
H 1.494 1.854 -0.267
H -2.711 -0.371 0.813
H 1.365 0.306 2.925
H 0.610 0.774 -2.164
H -2.045 0.615 -0.481

Summary:
**Relative energy (zero: lowest compared OMol25 entry of this formula, charge and spin)**: 88.71 kcal per mole
**HOMO**: -12.714 eV
**LUMO**: -4.41 eV
**Orbital gap**: 8.308 eV
**Total charge**: +1

---

(11)
The following is a quantum chemistry calculation of the molecule C3H9N5 in a non-equilibrium geometry, from OMol25.

Element x y z (Å)
C 0.758 -1.979 -0.643
N 1.237 -1.065 0.349
C 1.014 0.219 0.302
N 1.990 1.126 0.694
C -0.350 0.663 0.228
N -0.690 1.934 -0.227
N -1.182 -0.323 0.519
N -2.447 -0.256 0.017
H 1.600 -2.298 -1.263
H -0.046 -1.573 -1.271
H 0.395 -2.870 -0.127
H 2.863 0.665 0.909
H 1.719 1.769 1.426
H 0.100 2.534 -0.406
H -1.456 2.379 0.257
H -2.931 -1.138 0.113
H -2.574 0.211 -0.878

Summary:
**SMILES**: C/N=C(N)\C(N)=N\N
**Relative energy (zero: lowest compared OMol25 entry of this formula, charge and spin)**: 59.82 kcal per mole
**HOMO (alpha / beta)**: -7.753 / -7.754 eV
**LUMO (alpha / beta)**: 0.74 / 0.74 eV
**Orbital gap (alpha / beta)**: 8.493 / 8.493 eV
**Total charge**: 0

---

(12)
The following is a quantum chemistry calculation of the molecule C3H9N5 in a non-equilibrium geometry, from OMol25.

Element x y z (Å)
C -0.749 -1.073 -1.130
C -1.160 -2.037 -0.043
C -1.009 0.578 -0.467
N -1.820 1.395 -0.690
H -1.498 -0.989 -1.918
H 0.196 -1.323 -1.606
H -0.323 -2.233 0.629
H -2.021 -1.670 0.515
H -1.435 -3.004 -0.476
N 0.354 2.006 1.446
N 2.370 0.743 -0.048
N 0.299 0.849 0.667
N 1.321 0.052 0.401
H 0.328 2.864 0.911
H -0.302 1.931 2.217
H 3.251 0.274 0.094
H 2.199 1.636 -0.502

Summary:
**Relative energy (zero: lowest compared OMol25 entry of this formula, charge and spin)**: 166.47 kcal per mole
**HOMO (alpha / beta)**: -7.647 / -7.996 eV
**LUMO (alpha / beta)**: -0.96 / -0.41 eV
**Orbital gap (alpha / beta)**: 6.685 / 7.582 eV
**Total charge**: 0

---

- Look up the total charge of the fifth one.
  0